Formula: C52H138N10O17
Source: the Open Molecules 2025 dataset
Level of theory: the ωB97M-V functional and the def2-TZVPD basis

Geometry as XYZ:
```
217
Properties=species:S:1:pos:R:3
C 6.7237 2.0195 1.4005
O 5.3242 1.7608 1.5307
C 4.8335 0.8763 0.5039
C 3.4929 0.3162 0.9080
C 3.5708 -0.8219 1.8863
N 2.7322 -0.0761 -0.3299
H 7.0354 2.6534 2.2363
H 6.9633 2.4772 0.4521
H 7.3244 1.1223 1.4771
H 4.7184 1.3518 -0.4764
H 5.5951 0.0839 0.3400
H 2.9968 1.2060 1.4250
H 4.1305 -1.6917 1.4663
H 2.5472 -1.1096 2.0987
H 4.0895 -0.4584 2.8116
H 2.3836 0.7963 -0.8163
H 1.8960 -0.6241 -0.1998
C 3.0607 6.3949 -2.0454
O 1.9134 5.6156 -2.0596
C 1.1315 5.7399 -3.2410
C -0.3049 5.7770 -2.7537
C -0.4599 7.0523 -1.8274
N -0.6352 4.5084 -2.0843
H 3.6922 6.1914 -2.8518
H 3.7051 6.2023 -1.1833
H 2.8822 7.5214 -2.1774
H 1.4193 6.6501 -3.8549
H 1.2416 4.8233 -3.8786
H -0.9667 5.8015 -3.6076
H 0.2169 6.9047 -0.9569
H -1.4550 7.1110 -1.4287
H -0.3915 8.0094 -2.4015
H 0.0516 4.3098 -1.3078
H -1.5583 4.5668 -1.6462
C 1.1668 0.0405 -7.0299
O 0.3383 -0.6385 -6.1178
C 0.9709 -1.6621 -5.4055
C 0.1888 -2.1154 -4.2159
C 1.0268 -3.0604 -3.3482
N -1.1061 -2.5866 -4.5989
H 1.9891 -0.5707 -7.3751
H 1.6140 0.9582 -6.5548
H 0.5769 0.3293 -7.9060
H 1.1194 -2.5586 -5.9752
H 1.9592 -1.2889 -5.1098
H 0.0831 -1.2356 -3.6064
H 1.3925 -4.0206 -3.7817
H 0.4123 -3.3561 -2.4594
H 1.9617 -2.5585 -3.0040
H -1.6816 -1.7834 -4.9106
H -1.0191 -3.3347 -5.3549
C -4.3343 0.3877 2.3722
O -4.8825 1.1060 1.2673
C -6.0125 1.8910 1.5200
C -5.6249 3.0519 2.4115
C -6.6797 4.1427 2.3764
N -4.3415 3.5871 2.0734
H -3.6406 1.0420 2.9456
H -3.7507 -0.4471 2.0143
H -5.2060 0.0721 2.9794
H -6.2905 2.1569 0.4855
H -6.8379 1.3373 1.8817
H -5.4889 2.6005 3.3784
H -7.5697 3.9159 3.0054
H -7.0780 4.3896 1.3644
H -6.1935 5.0517 2.7045
H -3.5411 3.0499 2.2602
H -4.1956 4.5933 2.1456
C -0.0456 -2.6231 0.5148
O -0.3434 -1.4491 -0.2391
C -1.0882 -0.4786 0.3864
C -1.6308 0.5637 -0.5588
C -0.5024 1.2684 -1.2148
N -2.4212 1.6449 0.1981
H -0.9210 -2.9636 1.0855
H 0.8054 -2.3867 1.0899
H 0.2887 -3.3865 -0.2061
H -1.9367 -0.8760 1.0020
H -0.4525 -0.0321 1.1481
H -2.2032 0.0807 -1.4200
H -0.0170 1.9312 -0.4760
H -0.8420 1.9929 -1.9415
H 0.2209 0.6226 -1.8084
H -2.4673 2.4502 -0.4396
H -3.4194 1.4145 0.3249
C 1.8312 -5.5086 5.9344
O 1.9632 -6.7925 5.2415
C 0.7085 -7.3783 4.9901
C 0.0399 -8.1947 6.0917
N -1.3217 -8.5587 5.6138
C -2.1058 -9.2301 6.6425
C -3.3518 -9.7437 5.9340
O -4.0211 -8.6322 5.3161
C -5.3283 -9.0382 4.7590
H 1.3909 -5.5673 6.9065
H 1.2408 -4.7245 5.3841
H 2.8351 -5.1407 6.0546
H 0.9093 -7.9627 4.0814
H -0.0170 -6.5398 4.6248
H -0.0167 -7.5611 6.9891
H 0.6564 -9.1232 6.2138
H -1.7643 -7.6905 5.3123
H -2.2420 -8.6764 7.5726
H -1.4367 -10.0319 6.8408
H -3.9740 -10.2933 6.5855
H -3.0196 -10.4725 5.1269
H -5.9357 -9.5523 5.5189
H -5.1763 -9.7951 3.9794
H -5.8103 -8.2059 4.2779
C -4.7257 8.2734 -0.7509
O -3.8812 7.1365 -0.9181
C -4.3469 5.9442 -0.3329
C -5.0148 5.0582 -1.3650
N -4.1249 4.4973 -2.3341
C -4.4477 3.3269 -3.1297
C -3.1989 2.9906 -3.9186
O -2.6568 4.1887 -4.6188
C -3.5265 4.8074 -5.5370
H -4.8422 8.3949 0.3172
H -5.6878 8.1795 -1.1686
H -4.1740 9.1182 -1.2197
H -5.0365 6.1723 0.4796
H -3.4312 5.4343 -0.0558
H -5.8453 5.6320 -1.8710
H -5.4268 4.2065 -0.8125
H -3.7851 5.1536 -3.0442
H -5.2975 3.4738 -3.8307
H -4.7105 2.4593 -2.5781
H -3.5078 2.2402 -4.6401
H -2.3725 2.6060 -3.3303
H -4.0492 4.0871 -6.1729
H -2.8841 5.3917 -6.1048
H -4.2782 5.4206 -4.9389
C -2.6822 -5.4932 4.3046
O -1.8448 -4.4540 4.7547
C -1.3197 -3.6554 3.7295
C -1.0117 -2.2364 4.0596
N -2.2134 -1.5352 4.3828
C -1.8395 -0.1427 4.8412
C -2.9936 0.5229 5.6873
O -3.0140 -0.0907 6.9475
C -3.9815 0.4520 7.8696
H -3.5582 -5.0374 3.7980
H -3.0359 -5.9908 5.2081
H -2.2761 -6.1979 3.5977
H -2.0866 -3.6615 2.9455
H -0.4602 -4.0860 3.2764
H -0.4551 -1.9071 3.1966
H -0.2393 -2.0788 4.9190
H -2.5993 -1.9614 5.1977
H -1.8084 0.5181 3.9321
H -0.9778 -0.3026 5.3974
H -3.9116 0.2514 5.2144
H -2.8508 1.6631 5.6721
H -3.5787 1.3565 8.3373
H -4.2568 -0.2770 8.6074
H -4.8540 0.7588 7.2140
C 0.4175 2.5289 -5.0876
O 1.8079 2.4621 -4.8385
C 2.1463 2.1131 -3.4941
C 3.4555 2.7156 -3.1484
N 4.4629 2.0771 -4.0303
C 5.5881 2.9114 -4.2601
C 6.4801 2.9865 -3.0941
O 7.2628 4.2659 -3.0654
C 8.3873 4.1941 -2.2499
H 0.3018 2.9508 -6.0967
H -0.0691 3.2741 -4.3929
H -0.1646 1.5206 -5.0279
H 2.2688 1.0001 -3.4689
H 1.3842 2.4427 -2.7611
H 3.6959 2.5202 -2.0626
H 3.4208 3.7838 -3.1923
H 3.9742 1.8104 -4.8565
H 5.2541 3.9263 -4.5790
H 6.1504 2.4418 -5.0895
H 7.1609 2.1551 -3.0945
H 5.8579 2.8247 -2.1966
H 9.0074 3.4282 -2.5207
H 8.0180 4.0256 -1.1950
H 8.8956 5.2208 -2.3724
C 1.7666 -5.0098 1.1416
O 2.2535 -4.4889 -0.0583
C 3.7000 -4.5218 -0.2053
C 4.1660 -3.9046 -1.4249
N 4.2230 -2.4573 -1.2956
C 4.7001 -1.7270 -2.4192
C 6.2201 -1.4009 -2.2901
O 6.9651 -2.6248 -2.3700
C 7.5668 -2.7302 -3.6563
H 1.9406 -4.3573 2.0259
H 2.1968 -6.0021 1.4401
H 0.7225 -5.2272 0.9575
H 3.9952 -5.6612 -0.1442
H 4.1379 -3.9465 0.6178
H 3.5326 -4.2477 -2.2680
H 5.1429 -4.3289 -1.6650
H 3.3220 -2.1323 -0.9661
H 4.1888 -0.7389 -2.3751
H 4.4375 -2.1298 -3.4658
H 6.3985 -0.9451 -1.2795
H 6.4186 -0.6871 -3.1658
H 6.8389 -3.0658 -4.4476
H 8.3493 -3.5380 -3.4931
H 8.0338 -1.8071 -3.9995
C -3.2940 -2.5276 -1.9934
O -2.7973 -3.7178 -2.5149
H -3.5538 -2.6228 -0.9592
H -2.5948 -1.7184 -1.9733
H -4.2520 -2.1820 -2.4458
H -2.2221 -3.5255 -3.2992
C 0.8523 2.4731 2.0477
O -0.5203 2.6890 2.2427
H 1.4187 3.2707 1.4364
H 1.4061 2.4351 2.9756
H 1.0225 1.5493 1.5372
H -1.0503 2.4617 1.4358
```

Computed properties:
**Energy relative to the best compared isomer or geometry (same formula, charge and spin)**: 127.4 kJ/mol
**SMILES string**: COC[C@H](C)N.COC[C@H](C)N.COC[C@H](C)N.COC[C@H](C)N.COC[C@H](C)N.COCCNCCOC.COCCNCCOC.COCCNCCOC.COCCNCCOC.COCCNCCOC.CO.CO
**HOMO**: -0.3022 hartree
**Gap between HOMO and LUMO**: 8.84 eV
**F_max**: 0.08124 Eh/bohr

Atom charges from the Mulliken analysis, given in e for atoms 1 to 99: atom 1 (C): -0.55, atom 2 (O): -0.41, atom 3 (C): 0.53, atom 4 (C): 1.27, atom 5 (C): -1.61, atom 6 (N): 1.96, atom 7 (H): 0.32, atom 8 (H): 0.06, atom 9 (H): 0.32, atom 10 (H): -0.32, atom 11 (H): -0.03, atom 12 (H): -0.22, atom 13 (H): 0.24, atom 14 (H): 0.14, atom 15 (H): 0.42, atom 16 (H): -0.91, atom 17 (H): -0.84, atom 18 (C): -1.21, atom 19 (O): -0.18, atom 20 (C): -0.52, atom 21 (C): 0.19, atom 22 (C): -1.26, atom 23 (N): 0.23, atom 24 (H): 0.51, atom 25 (H): 0.29, atom 26 (H): 0.29, atom 27 (H): 0.61, atom 28 (H): -0.01, atom 29 (H): 0.28, atom 30 (H): 0.22, atom 31 (H): 0.23, atom 32 (H): 0.37, atom 33 (H): 0.07, atom 34 (H): -0.33, atom 35 (C): -0.55, atom 36 (O): -0.38, atom 37 (C): -0.98, atom 38 (C): 1.56, atom 39 (C): -1.03, atom 40 (N): -0.42, atom 41 (H): 0.42, atom 42 (H): 0.04, atom 43 (H): 0.22, atom 44 (H): 0.46, atom 45 (H): 0.35, atom 46 (H): -0.74, atom 47 (H): 0.55, atom 48 (H): -0.05, atom 49 (H): -0.20, atom 50 (H): 0.28, atom 51 (H): 0.33, atom 52 (C): -0.73, atom 53 (O): -0.42, atom 54 (C): -0.94, atom 55 (C): 0.64, atom 56 (C): -1.56, atom 57 (N): -0.15, atom 58 (H): 0.07, atom 59 (H): 0.00, atom 60 (H): 0.57, atom 61 (H): 0.30, atom 62 (H): 0.34, atom 63 (H): 0.24, atom 64 (H): 0.40, atom 65 (H): 0.26, atom 66 (H): 0.45, atom 67 (H): -0.14, atom 68 (H): 0.26, atom 69 (C): -0.23, atom 70 (O): 0.13, atom 71 (C): 0.69, atom 72 (C): 0.89, atom 73 (C): 0.78, atom 74 (N): 0.35, atom 75 (H): 0.00, atom 76 (H): 0.10, atom 77 (H): 0.03, atom 78 (H): -0.13, atom 79 (H): -0.51, atom 80 (H): -0.50, atom 81 (H): -0.37, atom 82 (H): 0.34, atom 83 (H): -0.99, atom 84 (H): -0.51, atom 85 (H): 0.29, atom 86 (C): -0.53, atom 87 (O): -0.40, atom 88 (C): 0.24, atom 89 (C): -0.49, atom 90 (N): -0.21, atom 91 (C): -0.72, atom 92 (C): -0.69, atom 93 (O): -0.22, atom 94 (C): -0.80, atom 95 (H): 0.31, atom 96 (H): 0.04, atom 97 (H): 0.34, atom 98 (H): 0.32, atom 99 (H): -0.34

Formula: C13H17N3O4S
Source: the Open Molecules 2025 dataset
Level of theory: the ωB97M-V functional and the def2-TZVPD basis

Geometry as XYZ:
```
38
Properties=species:S:1:pos:R:3
C -0.6218 -3.3285 -0.6113
O -0.9421 -1.9468 -0.5918
C -2.2266 -1.6455 -0.3133
O -3.1062 -2.4668 -0.2424
C -2.4345 -0.2043 -0.2027
S -4.0097 0.4162 -0.5671
C -3.4573 2.0266 -0.3487
C -2.1494 2.1029 0.0171
C -1.3973 3.3595 0.3037
C -1.5586 0.8093 0.1147
N -0.2416 0.6471 0.5205
C 0.2143 -0.2935 1.3836
O -0.4742 -1.1061 1.9577
C 1.7255 -0.2062 1.5780
C 2.4982 -0.3036 0.2490
N 3.6847 -1.1197 0.4314
C 4.5302 -1.1139 -0.7414
C 5.1336 0.2828 -0.8418
N 4.0676 1.2574 -0.8091
C 2.8551 1.0858 -0.2707
O 2.0473 2.0061 -0.2444
H -1.4501 -3.9015 -1.0331
H -0.4298 -3.6706 0.4079
H 0.2711 -3.4360 -1.2243
H -4.1403 2.8405 -0.4925
H -0.4924 3.4110 -0.3007
H -2.0149 4.2278 0.0919
H -1.1003 3.3876 1.3517
H 0.4254 1.3664 0.2250
H 2.0293 -1.0260 2.2291
H 1.9633 0.7326 2.0816
H 1.8222 -0.7308 -0.5221
H 3.4123 -2.0628 0.6869
H 5.3245 -1.8507 -0.6172
H 3.9763 -1.3430 -1.6692
H 5.6947 0.4002 -1.7724
H 5.8114 0.4438 0.0048
H 4.2782 2.1966 -1.1197
```

Computed properties:
**Energy relative to the best compared isomer or geometry (same formula, charge and spin)**: 0.0 kJ/mol
**SMILES string**: COC(=O)c1scc(C)c1NC(=O)C[C@@H]1NCCNC1=O
**HOMO**: -0.3072 hartree
**Gap between HOMO and LUMO**: 8.85 eV
**F_max**: 0.01687 Eh/bohr

And the Mulliken charges, in e, turn out to be: atom 1 (C): -0.90, atom 2 (O): -0.19, atom 3 (C): 0.41, atom 4 (O): -0.63, atom 5 (C): 0.32, atom 6 (S): -0.22, atom 7 (C): -0.70, atom 8 (C): 0.33, atom 9 (C): -1.25, atom 10 (C): 0.21, atom 11 (N): 0.28, atom 12 (C): 0.68, atom 13 (O): -0.66, atom 14 (C): -1.21, atom 15 (C): 0.32, atom 16 (N): -0.41, atom 17 (C): -0.57, atom 18 (C): -0.61, atom 19 (N): -0.16, atom 20 (C): 0.21, atom 21 (O): -0.80, atom 22 (H): 0.41, atom 23 (H): 0.31, atom 24 (H): 0.24, atom 25 (H): 0.48, atom 26 (H): 0.30, atom 27 (H): 0.38, atom 28 (H): 0.29, atom 29 (H): 0.27, atom 30 (H): 0.40, atom 31 (H): 0.30, atom 32 (H): 0.18, atom 33 (H): 0.29, atom 34 (H): 0.42, atom 35 (H): 0.32, atom 36 (H): 0.39, atom 37 (H): 0.27, atom 38 (H): 0.30

Formula: C9H21Cl2O2P2Tc
Source: the Open Molecules 2025 dataset
Level of theory: the ωB97M-V functional and the def2-TZVPD basis

Geometry as XYZ:
```
37
Properties=species:S:1:pos:R:3
C 0.3871 -3.0438 0.2710
C 0.8749 -1.6665 0.5539
H 0.8207 -3.7745 0.9689
H 0.6588 -3.3310 -0.7667
H -0.7173 -3.0689 0.3373
O 1.8670 -1.3217 1.1749
Cl -1.3925 -1.2999 -1.6685
Tc -0.1654 0.2216 -0.1372
P 1.5209 0.2571 -1.7398
C 3.1013 1.0013 -1.2429
C 2.0238 -1.2928 -2.5344
H 2.6814 -1.0434 -3.3757
H 1.6507 1.1655 -3.9696
H 1.1330 -1.8214 -2.8968
H -0.0446 0.9705 -3.4183
H 3.5395 0.4071 -0.4299
H 2.5626 -1.9337 -1.8239
C 0.9630 1.2835 -3.1294
H 3.7855 1.0117 -2.1014
H 0.9255 2.3308 -2.8136
H 2.9419 2.0273 -0.8831
P -1.7795 -0.1115 1.5060
C -1.3841 0.6363 3.1106
C -3.3330 0.7110 1.0295
H -2.7207 -2.2953 1.0602
H -3.1868 -1.6665 2.6776
H -1.5521 -2.3604 2.4188
C -2.3619 -1.7756 1.9595
H -3.5072 0.5286 -0.0372
H -4.1645 0.3203 1.6127
H -2.2359 0.5140 3.7915
H -1.1568 1.7029 2.9767
H -3.2284 1.7877 1.1893
H -0.5017 0.1353 3.5311
Cl -1.3581 1.9620 -1.1455
O 1.0537 2.7588 1.1454
C 0.6152 1.7737 0.6964
```

Computed properties:
**HOMO (spin up / spin down)**: -0.7920 / -0.7929 hartree
**2S+1**: 4
**Charge**: +3
**<S²>**: 4.14
**Gap between HOMO and LUMO (spin up / spin down)**: 5.59 / 6.01 eV
**F_max**: 0.17565 Eh/bohr

And the Mulliken charges, in e, turn out to be: atom 1 (C): -1.08, atom 2 (C): 0.79, atom 3 (H): 0.43, atom 4 (H): 0.28, atom 5 (H): 0.23, atom 6 (O): -0.25, atom 7 (Cl): -0.06, atom 8 (Tc): -0.10, atom 9 (P): 1.11, atom 10 (C): -1.24, atom 11 (C): -1.17, atom 12 (H): 0.51, atom 13 (H): 0.47, atom 14 (H): 0.38, atom 15 (H): 0.43, atom 16 (H): 0.40, atom 17 (H): 0.39, atom 18 (C): -1.32, atom 19 (H): 0.44, atom 20 (H): 0.39, atom 21 (H): 0.46, atom 22 (P): 1.29, atom 23 (C): -1.33, atom 24 (C): -1.33, atom 25 (H): 0.41, atom 26 (H): 0.51, atom 27 (H): 0.40, atom 28 (C): -1.27, atom 29 (H): 0.43, atom 30 (H): 0.45, atom 31 (H): 0.43, atom 32 (H): 0.45, atom 33 (H): 0.42, atom 34 (H): 0.41, atom 35 (Cl): -0.05, atom 36 (O): -0.14, atom 37 (C): 0.41